{"formula": "HN2O2S", "method": "wB97M-V/def2-TZVPD", "species": ["N", "N", "O", "O", "S", "H"], "positions_angstrom": [[0.566554, -0.067378, -0.234268], [-2.192756, -0.631040, -1.296381], [-1.541465, 0.155816, -0.890968], [0.458862, -0.158762, 1.026003], [1.453948, 0.170229, 2.076684], [1.254856, 0.531135, -0.681070]], "forces_ev_per_a": [[-1.90, -1.02, -2.27], [2.75, 2.65, 1.54], [-3.05, -2.45, -1.61], [-2.44, -1.05, -2.51], [3.46, 1.42, 3.75], [1.18, 0.44, 1.09]], "total_charge": 1, "gap_ev": [5.98, 5.87], "total_energy_ev": -17910.195, "homo_energy_ev": [-14.068, -14.064]}



{"formula": "HN2O3S", "method": "wB97M-V/def2-TZVPD", "species": ["N", "N", "O", "O", "O", "S", "H"], "positions_angstrom": [[-2.308613, -0.045817, -0.135825], [-1.663497, -0.924086, -0.374793], [0.776213, 1.975712, -1.092266], [-3.175842, 0.692154, -0.010596], [-0.955502, 1.357436, 0.622703], [0.492614, 1.276120, 0.158272], [0.475559, -0.287396, -0.335905]], "forces_ev_per_a": [[1.48, -2.59, -1.04], [0.35, -0.96, -0.14], [-0.01, 0.68, -1.14], [-3.28, 2.44, 0.56], [2.13, 0.89, -0.04], [-0.75, -2.40, 1.10], [0.08, 1.94, 0.70]], "total_charge": -1, "gap_ev": 7.44, "total_energy_ev": -19972.066, "homo_energy_ev": -3.255}



Computed values of energy above the lowest of the compared OMol25 structures with the same formula, charge and spin (unit: eV) for the preceding records, in sequence: 7.553 4.252.
Computed values of maximum force (unit: hartree/bohr) for the preceding records, in sequence: 0.103 0.080.